Formula: C15H28BrNO5
Source: OMol25
Level of theory: wB97M-V/def2-TZVPD

Structure (ORCA input):
```
! RIJCOSX wB97M-V def2-TZVPD def2/J DEFGRID3
* xyz 0 1
C -4.2760 -3.3106 5.3541
C -3.8549 -2.8120 3.9670
C -2.4341 -2.2334 3.8569
Br -1.2392 -2.7332 5.3389
C -1.7292 -2.5145 2.5294
C -1.1343 -1.2619 1.8660
C -2.4253 -0.5720 1.3903
N -3.3130 -1.7027 1.0368
C -2.6262 -2.9126 1.3690
O -2.7200 -3.9383 0.8437
H -3.7913 -4.2591 5.5046
H -4.0379 -2.6117 6.1365
H -5.3377 -3.5084 5.2999
H -4.5262 -2.0158 3.6779
H -4.0010 -3.6523 3.3029
H -2.5185 -1.1661 3.9557
H -0.8910 -3.1652 2.7382
H -0.7313 -1.6307 0.9303
H -0.4484 -0.6820 2.4538
H -2.8571 0.0479 2.1668
H -2.3368 0.0279 0.5003
H -4.2187 -1.6770 1.4785
O -0.6608 2.0707 0.0365
C -0.5964 1.7151 -1.1094
O -0.4760 0.3982 -1.3754
C -0.5898 -0.1570 -2.6911
C 0.7372 -0.1224 -3.4162
C -0.5597 2.7057 -2.2505
H -1.3845 0.3331 -3.2544
H -0.9059 -1.1888 -2.5440
H 1.0826 0.9013 -3.5663
H 0.6589 -0.6041 -4.3909
H 1.4990 -0.6383 -2.8305
H 0.4732 3.0035 -2.4289
H -1.1328 3.5816 -1.9571
H -0.9941 2.3326 -3.1751
O 4.6020 3.5759 -4.7270
C 4.7637 3.1253 -3.6269
O 4.3198 1.8789 -3.3565
C 4.6289 1.1739 -2.1512
C 3.6458 1.5037 -1.0488
C 5.3731 3.9473 -2.5130
H 5.6634 1.3460 -1.8515
H 4.5524 0.1179 -2.4076
H 3.6880 2.5578 -0.7730
H 3.8492 0.9089 -0.1581
H 2.6275 1.2993 -1.3820
H 4.5848 4.5126 -2.0176
H 6.0806 4.6440 -2.9552
H 5.9177 3.3612 -1.7761
*
```

The molar mass is 382.3 g mol⁻¹. As for the SMILES: CC[C@@H](Br)[C@@H]1CCNC1=O.CCOC(C)=O.CCOC(C)=O. The value obtained for the LUMO energy is 0.6 eV. The calculation puts the max |F| at 4.4 eV/A. For the highest occupied orbital energy, the calculation gives -9.39 eV. The calculation puts the calculated total energy at -3593.30517 a.u.


Formula: C15H28CaF4N2O20S4
Source: OMol25
Level of theory: wB97M-V/def2-TZVPD

Structure (ORCA input):
```
! RIJCOSX wB97M-V def2-TZVPD def2/J DEFGRID3
* xyz 0 1
Ca -0.1560 -0.3510 0.2695
N 1.6721 -0.5964 1.5514
S 3.2362 -0.3952 1.5445
O 4.0167 -1.5225 1.1083
O 3.8134 0.3886 2.5991
F 3.3510 0.5679 0.2685
S 1.5267 -0.9013 3.1848
O 1.3374 0.2397 4.0136
O 1.9928 -2.1764 3.6303
F -0.0496 -1.2853 2.9626
N -1.4076 -0.0915 -1.5701
S -1.9455 1.1279 -2.6537
O -3.2256 1.6969 -2.3829
O -1.4554 1.0392 -3.9815
F -0.9854 2.1720 -1.8839
S -1.9456 -1.3247 -2.3191
O -0.9985 -1.9912 -3.1541
O -3.3329 -1.3101 -2.6878
F -2.0001 -2.1904 -0.9303
C 2.7149 2.4560 -4.7544
C 2.6806 0.9361 -4.5709
C 3.9176 0.3304 -3.9231
O 3.4765 -0.0428 -2.6197
C 2.1697 0.1403 -2.5097
O 1.4986 0.0207 -1.5314
O 1.6466 0.5284 -3.6956
H 3.0871 2.9114 -3.8369
H 1.7446 2.7944 -5.1058
H 3.4392 2.6523 -5.5487
H 2.5373 0.4955 -5.5596
H 4.7603 1.0208 -3.8897
H 4.2646 -0.5551 -4.4561
C 2.6896 -3.7296 -1.0585
O 1.6194 -4.4493 -0.4496
C 0.6627 -3.7525 0.1155
O 0.4299 -2.5748 -0.0260
O -0.0844 -4.5889 0.8035
C -1.0886 -4.0889 1.6789
H 3.6669 -3.9999 -0.6616
H 2.6205 -2.6538 -0.8964
H 2.6604 -3.9651 -2.1219
H -0.6724 -3.5974 2.5569
H -1.6058 -4.9839 2.0155
H -1.7238 -3.4148 1.1114
C -3.2239 -2.4941 3.6916
C -3.9980 -2.4179 2.3884
O -4.3228 -1.0379 2.1249
C -3.4314 -0.2061 1.6408
O -2.2562 -0.3627 1.4390
O -3.9965 0.9418 1.3282
C -5.4122 1.0643 1.0897
H -3.7124 -1.9313 4.4869
H -2.2711 -1.9800 3.5416
H -3.0412 -3.5123 4.0301
H -4.9228 -2.9855 2.4627
H -3.4601 -2.7625 1.5087
H -5.6687 0.4007 0.2687
H -5.4930 2.0915 0.7381
H -5.9956 0.9682 1.9998
C 3.2176 4.4472 1.7374
C 2.3278 3.3144 1.2170
O 1.0858 3.8667 0.8052
C -0.0043 3.1376 0.8263
O -0.0075 1.9191 0.8666
O -1.0508 3.9185 0.7743
C -2.3533 3.3655 0.5888
H 3.0066 4.8405 2.7275
H 3.2901 5.2268 0.9790
H 4.2035 3.9779 1.8315
H 2.2236 2.6553 2.0858
H 2.8386 2.7415 0.4484
H -2.3454 2.3655 0.1839
H -2.9030 4.1018 0.0067
H -2.8794 3.3601 1.5470
*
```

The molar mass is 800.7 g mol⁻¹. The value obtained for the LUMO energy is 0.4 eV. The calculation puts the max |F| at 5.6 eV/A. For the highest occupied orbital energy, the calculation gives -10.40 eV. The calculation puts the calculated total energy at -4872.65699 a.u.


Formula: C15H28F5N4O3TeV
Source: OMol25
Level of theory: wB97M-V/def2-TZVPD

Structure (ORCA input):
```
! RIJCOSX wB97M-V def2-TZVPD def2/J DEFGRID3
* xyz 2 3
V -0.0218 -0.7333 0.2368
C 2.1196 -2.2347 -1.2404
C 1.9092 -0.9367 -1.9906
N 1.5164 0.1090 -1.0094
C 2.6457 0.7106 -0.2641
C 2.6605 0.2349 1.1577
C 3.7232 0.4404 2.0169
C 3.6320 -0.0388 3.3156
C 2.4943 -0.7242 3.7210
C 1.4719 -0.8982 2.8104
C 0.1794 -1.5982 3.1200
N -0.4647 -2.0626 1.8669
C -0.1672 -3.4722 1.4863
C 1.0763 -3.5029 0.6260
N 0.8804 -2.5300 -0.4758
N 1.5551 -0.4097 1.5624
H 2.3758 -3.0524 -1.9151
H 2.9345 -2.1343 -0.5203
H 2.8074 -0.6418 -2.5353
H 1.0943 -1.0371 -2.7073
H 1.0209 0.8627 -1.4812
H 3.5956 0.4777 -0.7495
H 2.5221 1.7938 -0.2806
H 4.6073 0.9605 1.6735
H 4.4507 0.1081 4.0076
H 2.4059 -1.1209 4.7230
H 0.3394 -2.4301 3.8078
H -0.4974 -0.8958 3.6112
H -1.4707 -1.9822 1.9879
H -0.0556 -4.0981 2.3725
H -1.0250 -3.8376 0.9218
H 1.9561 -3.1885 1.1900
H 1.2675 -4.5069 0.2440
H 0.1882 -2.9142 -1.1214
C 0.2165 2.9748 1.1607
O 0.2542 2.6088 -0.2167
C -0.6083 3.4186 -1.0064
C -2.0345 2.9257 -0.9625
O -2.1204 1.6541 -1.6621
C -2.4731 1.8072 -3.0619
H -0.7653 2.7866 1.6016
H 0.4776 4.0277 1.2863
H 0.9536 2.3674 1.6840
H -0.2231 3.3969 -2.0270
H -0.5726 4.4571 -0.6633
H -2.7246 3.6278 -1.4310
H -2.3661 2.7566 0.0582
H -1.8549 2.5986 -3.4804
H -3.5294 2.0577 -3.1446
H -2.2577 0.8669 -3.5575
F -3.5926 -0.6144 -2.1212
Te -2.8782 -0.2106 -0.4932
F -1.0199 -0.4689 -1.5175
F -4.1944 -1.0590 0.4821
F -4.0650 1.1969 -0.2386
F -2.2372 -2.0338 -0.3585
O -1.6526 0.2335 0.8110
*
```

Its expectation value of S² is 2.01. The molar mass is 585.9 g mol⁻¹. Its energy above the lowest of the compared OMol25 structures with the same formula, charge and spin is 36.02 kcal/mol. The value obtained for the LUMO energy (alpha / beta) is -7.3 / -7.4 eV. The calculation puts the max |F| at 0.5 eV/A. For the highest occupied orbital energy (alpha / beta), the calculation gives -16.03 / -16.03 eV. The calculation puts the calculated total energy at -2744.02482 a.u.


Formula: C15H28F6FeNO3P2
Source: OMol25
Level of theory: wB97M-V/def2-TZVPD

Structure (ORCA input):
```
! RIJCOSX wB97M-V def2-TZVPD def2/J DEFGRID3
* xyz 0 6
C 0.2766 -4.0634 -1.9226
C 0.6410 -2.8512 -1.3076
N -0.2418 -2.4483 -0.3443
C -1.3270 -3.0542 0.1218
C -1.5270 -4.3392 -0.3124
C -0.7364 -4.8177 -1.3596
C 1.7762 -2.0456 -1.5598
P 1.8931 -0.4101 -0.8246
Fe 0.1043 0.2093 0.7281
P -2.2888 -0.5746 1.0868
C -2.1570 -2.3604 1.1854
O 0.5811 -1.4369 -5.2919
O -1.0890 2.1913 -3.6580
H 0.8392 -4.3888 -2.7973
H -2.3006 -4.9168 0.1779
H -0.9290 -5.8201 -1.7163
C 3.2370 -0.8475 0.3188
C 2.5426 0.9301 -1.8853
H -3.1980 -2.6944 1.1799
H -1.7272 -2.5004 2.1862
H 0.7923 -1.1465 -4.3362
H 2.2561 -2.2459 -2.5469
C -2.3212 0.2716 2.6323
C -3.6776 -0.1587 0.0232
H -0.3456 -0.2145 -0.6992
H -0.5229 2.9548 -3.2572
H -0.4574 1.6119 -4.0751
H -0.4014 -1.2630 -5.1607
H -0.0418 -1.5398 0.0401
H -1.1168 -0.3340 -0.4090
H 4.1105 -1.0514 -0.3098
H 3.4512 -0.0930 1.0813
H 2.9242 -1.7837 0.7941
H 3.3531 0.5761 -2.5334
H 1.7724 1.3725 -2.5313
H 2.9386 1.7495 -1.2642
H -4.5200 -0.6390 0.5366
H -3.8281 0.9311 -0.0284
H -3.5777 -0.5609 -0.9981
H -3.3347 0.0668 2.9807
H -1.5713 -0.1872 3.2828
H -2.1345 1.3474 2.5227
C 2.0438 3.5836 1.3890
C 0.7362 2.9445 1.8584
O 0.3030 1.8956 1.1494
C 0.9752 2.4820 3.3628
F 1.5849 3.3979 4.1703
F -0.1727 2.1168 3.9910
F 1.7900 1.3803 3.3344
C -0.3618 4.1162 1.8363
F -0.1280 5.1771 2.6761
F -0.4252 4.6271 0.5727
F -1.6010 3.6557 2.1324
H 2.8532 2.8502 1.4744
H 2.3361 4.4782 1.9670
H 1.9498 3.8696 0.3363
*
```

Its expectation value of S² is 8.79. The molar mass is 502.2 g mol⁻¹. Its energy above the lowest of the compared OMol25 structures with the same formula, charge and spin is 40.21 kcal/mol. The value obtained for the LUMO energy (alpha / beta) is 0.2 / -0.3 eV. The calculation puts the max |F| at 3.9 eV/A. For the highest occupied orbital energy (alpha / beta), the calculation gives -3.98 / -6.62 eV. The calculation puts the calculated total energy at -3414.21668 a.u.